No. 1
{"formula": "C40H41AsClIN2O2PPd", "method": "ωB97M-V with the def2-TZVPD basis set", "species": ["H", "C", "Pd", "N", "H", "C", "C", "C", "H", "H", "C", "H", "C", "C", "H", "N", "C", "C", "H", "C", "H", "P", "H", "C", "H", "C", "C", "H", "C", "H", "H", "H", "H", "C", "C", "H", "H", "C", "C", "C", "C", "H", "H", "H", "H", "C", "H", "H", "H", "H", "H", "C", "H", "C", "C", "H", "H", "H", "H", "C", "H", "O", "H", "Cl", "H", "C", "O", "C", "C", "C", "C", "C", "C", "I", "C", "H", "As", "H", "C", "H", "C", "H", "C", "H", "H", "C", "C", "H", "C", "C"], "coordinates": [[3.9689, -0.1216, 0.5496], [-1.5426, 0.4726, -2.8269], [0.2424, 0.2887, 0.1417], [-1.7448, 0.2123, 0.7824], [2.3044, 2.8646, -0.6947], [-5.5016, 1.2504, 3.3950], [5.1967, 2.0654, -2.2780], [2.6142, 0.7309, 3.4790], [-1.8597, -1.0971, -4.2526], [-0.2906, 3.5340, -3.5435], [-0.6141, 2.5088, -3.6951], [6.6459, 2.6538, 1.2480], [-1.1304, 2.4129, -1.2696], [-1.7481, 2.5924, 3.9426], [3.9129, -0.6857, 2.5142], [-3.9514, 1.0119, 1.5155], [2.8449, 2.2331, -1.3949], [5.0138, 0.6506, 3.7614], [-3.9658, 2.4811, 0.0199], [4.3329, 2.2866, -1.2077], [-0.4928, -0.9266, 4.9331], [1.1443, 0.1097, 2.5909], [-0.3015, 2.5061, 2.3589], [6.5715, 2.0539, -2.0832], [-0.2183, 2.5439, -5.8069], [-0.5842, 1.9597, -4.9712], [-5.4433, 2.9489, 1.5446], [4.2043, 2.6716, 0.9026], [1.0758, -4.0069, 2.2144], [1.6189, -5.4986, 3.6427], [-7.0976, 1.6401, 1.9944], [2.8726, -0.4414, -3.3536], [-6.0346, 3.6083, 0.9087], [3.7196, 2.2830, 4.9556], [-0.7225, 1.9966, 3.2216], [4.7913, 1.9161, -3.2741], [3.3258, -1.6066, -0.1988], [3.8558, 0.1639, 3.1780], [-2.3195, 1.9217, 5.0176], [6.2423, 2.4825, 0.2576], [7.0971, 2.2583, -0.8141], [-4.0354, -0.3238, 3.1209], [-6.8609, 2.9129, 3.1775], [4.4855, -0.5733, -1.0792], [-4.7235, 3.5746, 2.0814], [0.9505, -2.6469, 1.9818], [-5.4169, -0.4100, 2.0168], [-4.7901, 1.8213, 4.0033], [1.4809, -1.3582, -2.7331], [7.2334, 1.8911, -2.9253], [0.8331, -4.7154, 1.4322], [3.6543, -0.5842, -0.3774], [-6.1371, 0.6847, 4.0778], [-1.0896, 1.7667, -2.6198], [4.9480, 1.7182, 4.6500], [8.1689, 2.2518, -0.6625], [-5.3835, 1.4145, 0.0285], [1.9801, -1.4359, 4.9385], [2.1868, -3.8405, 5.4069], [-2.7813, 0.5763, 1.1343], [-1.9231, -0.1089, -1.9962], [-0.1181, 2.1795, -0.4622], [1.6018, 2.2415, 4.6264], [0.3953, -2.2266, 0.3547], [-2.3253, 0.1260, 6.1920], [1.8330, -3.5098, 4.4382], [-2.0264, 3.1747, -0.9966], [-1.8733, 0.6539, 5.3617], [1.2494, -1.6848, 2.9407], [1.7072, -2.1579, 4.1766], [-1.5048, -0.0873, -4.0957], [-1.0234, 0.6580, -5.1644], [-6.3327, 2.2046, 2.5392], [-0.9488, -0.1897, -7.0704], [-4.7291, 0.2696, 2.5286], [-3.1127, 2.3898, 5.5889], [2.1806, 0.4204, -1.1085], [5.9680, 0.1912, 3.5299], [4.8686, 2.4953, 0.0619], [5.8514, 2.1003, 5.1083], [-0.2452, 0.7342, 3.5858], [1.2340, 0.2639, -3.4212], [1.5163, -4.4376, 3.4527], [2.5378, 2.5069, -2.4017], [3.6603, 3.1071, 5.6556], [2.5545, 1.7933, 4.3734], [1.9118, -0.3660, -2.8463], [-2.1007, 3.5773, 3.6618], [-0.8341, 0.0611, 4.6521], [-4.6857, 1.9747, 0.6597]], "atomic_forces_ev_per_a": [[0.05, 0.05, 0.06], [0.06, -0.10, -0.06], [-0.22, -0.03, 0.16], [0.21, -0.14, -0.02], [-0.02, 0.03, 0.04], [0.05, 0.09, 0.02], [-0.01, 0.03, 0.01], [0.09, -0.04, -0.13], [0.00, 0.00, -0.01], [-0.01, -0.08, 0.00], [-0.04, 0.05, -0.11], [-0.02, 0.00, -0.02], [0.33, -0.10, 0.09], [0.07, -0.02, -0.01], [0.02, -0.11, -0.04], [0.15, -0.10, -0.06], [0.06, -0.06, 0.07], [0.02, -0.01, 0.00], [0.04, -0.01, 0.02], [0.02, 0.02, 0.01], [0.00, 0.00, 0.01], [-0.01, -0.18, 0.07], [-0.03, 0.00, 0.03], [0.00, -0.01, 0.01], [-0.03, -0.03, 0.05], [0.11, 0.05, 0.04], [0.02, -0.03, 0.06], [0.01, 0.00, 0.00], [-0.02, -0.05, -0.06], [0.00, 0.04, 0.00], [0.02, 0.00, 0.01], [0.04, 0.01, -0.01], [-0.01, 0.00, -0.01], [-0.03, 0.00, -0.01], [-0.05, 0.02, 0.04], [0.02, 0.00, 0.03], [-0.01, -0.02, 0.01], [0.00, 0.10, 0.18], [0.04, 0.04, 0.01], [-0.02, 0.00, -0.01], [-0.02, 0.00, -0.02], [0.05, -0.01, 0.01], [0.00, 0.01, 0.00], [0.02, 0.00, -0.04], [-0.02, -0.01, -0.01], [-0.01, 0.03, -0.04], [-0.01, -0.02, -0.04], [-0.12, -0.08, -0.10], [-0.02, -0.02, 0.01], [-0.03, 0.01, 0.04], [0.01, 0.04, 0.04], [-0.08, -0.05, -0.09], [-0.01, 0.00, 0.01], [0.11, -0.05, -0.14], [-0.01, 0.00, -0.01], [-0.03, 0.00, -0.01], [0.00, -0.04, 0.00], [-0.01, -0.04, -0.03], [-0.02, 0.01, -0.05], [-0.62, 0.28, 0.15], [-0.04, -0.01, 0.02], [0.00, 0.12, -0.19], [0.02, 0.00, 0.00], [0.00, -0.11, 0.03], [0.01, 0.01, -0.01], [0.01, -0.05, 0.00], [-0.38, 0.33, 0.23], [0.05, -0.04, -0.02], [0.02, 0.02, -0.02], [-0.02, 0.07, 0.01], [-0.07, -0.03, -0.07], [0.01, -0.08, 0.02], [0.02, 0.02, 0.00], [-0.01, 0.01, 0.05], [0.08, 0.11, -0.04], [0.04, -0.03, -0.02], [0.29, 0.00, -0.01], [-0.05, 0.03, 0.01], [0.02, 0.02, -0.03], [-0.02, -0.01, -0.01], [-0.05, 0.06, -0.01], [-0.01, -0.04, 0.00], [0.02, 0.00, 0.08], [-0.02, 0.04, -0.09], [0.00, -0.02, -0.02], [0.02, 0.07, 0.03], [0.00, 0.12, -0.08], [0.01, -0.03, 0.00], [-0.02, 0.03, -0.02], [0.03, -0.04, 0.03]], "homo_lumo_gap_ev": [7.121, 7.121], "lumo_ev": [-3.4, -3.4], "spin_multiplicity": 1, "total_charge": 1, "e_homo_ev": [-10.5, -10.5]}

=====

No. 2
{"formula": "C3H6O", "method": "ωB97M-V with the def2-TZVPD basis set", "species": ["O", "H", "H", "C", "C", "C", "H", "H", "H", "H"], "coordinates": [[1.8887, 0.0403, 0.0713], [-0.2837, 1.5570, 0.3374], [1.2298, -1.5782, 1.1119], [0.7965, -0.7748, 0.5239], [-0.4844, -0.5784, 0.2497], [-0.8729, 0.8208, -0.2137], [1.2534, -0.1509, -0.6597], [-1.2156, -1.3555, 0.0868], [-0.3793, 1.0167, -1.1823], [-1.9327, 1.0028, -0.3255]], "atomic_forces_ev_per_a": [[-2.90, -0.53, 0.09], [-0.78, 0.10, 0.68], [-0.51, -0.54, -0.36], [1.41, -1.98, 3.09], [-0.34, 1.62, -0.86], [1.63, -0.24, -1.19], [2.15, 1.92, -2.44], [0.06, -0.30, 1.03], [-0.68, -0.18, -0.34], [-0.04, 0.11, 0.31]], "homo_lumo_gap_ev": 10.088, "lumo_ev": 1.0, "spin_multiplicity": 1, "total_charge": 0, "e_homo_ev": -9.1}

=====

No. 3
{"formula": "C5H8NO2", "method": "ωB97M-V with the def2-TZVPD basis set", "species": ["H", "H", "H", "H", "C", "C", "O", "H", "O", "H", "H", "C", "C", "C", "N", "H"], "coordinates": [[1.8123, -1.2609, 0.1648], [-0.5119, -1.7837, -1.5396], [-0.3275, 2.9081, -1.1268], [0.6650, 3.1069, 0.3978], [0.8053, 1.3145, -0.6396], [-1.3386, -0.4862, 1.1965], [-1.7086, -1.6028, 1.9274], [-1.2616, -2.4896, 1.6424], [1.6643, 0.7190, -1.1656], [-0.6674, 2.2377, 0.5985], [1.7217, -2.0873, -1.5580], [1.3589, -1.5609, -0.7085], [0.0464, 2.4260, -0.2348], [-0.6365, -0.5234, 0.0950], [0.0326, -1.3864, -0.7498], [-1.6545, 0.4691, 1.7002]], "atomic_forces_ev_per_a": [[1.38, 0.45, 1.48], [0.64, 0.46, 0.49], [-0.37, 0.37, -0.05], [0.43, 0.06, -1.17], [0.58, -4.58, -0.56], [-0.19, -1.34, 1.32], [0.86, -1.09, -0.64], [-1.09, 2.63, 0.42], [-1.54, 2.20, 1.06], [-0.21, -0.50, -1.40], [0.88, -0.34, -0.12], [-4.13, -0.52, -1.84], [-0.06, 2.00, 2.65], [2.09, 1.92, -1.94], [0.52, -0.52, 0.99], [0.20, -1.21, -0.68]], "homo_lumo_gap_ev": [8.535, 8.537], "lumo_ev": [-4.2, -4.2], "spin_multiplicity": 1, "total_charge": 1, "e_homo_ev": [-12.7, -12.7]}

=====

No. 4
{"formula": "C3H8N2O2", "method": "ωB97M-V with the def2-TZVPD basis set", "species": ["N", "H", "O", "H", "H", "H", "H", "N", "H", "C", "C", "O", "H", "H", "C"], "coordinates": [[2.0980, 1.2023, 1.0177], [-0.8782, -1.0970, 1.4456], [0.3108, 1.8050, -1.1930], [-0.9579, -2.2797, -0.7597], [1.0055, -0.9380, -0.5770], [2.5295, 0.5552, 0.3664], [1.8744, 2.0406, 0.4912], [0.2284, -0.5475, -1.1128], [1.2082, 0.8246, 1.3291], [-0.0198, 0.7876, -0.6658], [-1.3588, -0.5696, 0.6110], [-0.8194, 0.7513, 0.4584], [-1.7651, -0.8663, -1.4818], [-2.4271, -0.4739, 0.8127], [-1.0284, -1.1945, -0.7421]], "atomic_forces_ev_per_a": [[0.20, 0.05, 0.25], [0.03, 0.22, -0.10], [-0.11, -0.46, 0.34], [0.01, 0.05, 0.09], [-0.07, 0.12, -0.23], [0.01, 0.06, 0.12], [0.12, -0.10, 0.10], [-0.05, 0.08, -0.03], [0.33, 0.04, 0.10], [-0.16, 0.43, -0.24], [-0.10, -0.17, -0.04], [-0.09, 0.19, -0.39], [-0.05, -0.23, 0.08], [0.13, -0.04, -0.03], [-0.22, -0.25, -0.01]], "homo_lumo_gap_ev": 10.546, "smiles": "O=C1NCCO1.N", "lumo_ev": 0.6, "spin_multiplicity": 1, "total_charge": 0, "e_homo_ev": -9.9}

=====

No. 5
{"formula": "C6H51ClN3O19", "method": "ωB97M-V with the def2-TZVPD basis set", "species": ["H", "H", "H", "H", "C", "O", "H", "H", "H", "H", "H", "C", "H", "H", "O", "C", "H", "H", "H", "Cl", "H", "O", "H", "H", "H", "H", "H", "H", "O", "N", "H", "H", "H", "O", "O", "H", "O", "H", "O", "O", "H", "H", "O", "C", "H", "O", "N", "H", "H", "O", "H", "H", "H", "H", "H", "H", "H", "H", "O", "H", "H", "H", "O", "O", "O", "H", "H", "O", "N", "C", "H", "H", "H", "H", "C", "O", "O", "H", "H", "H"], "coordinates": [[-4.4289, -1.3660, -1.1734], [-2.3509, -4.2531, -0.2337], [6.0161, -0.4128, -7.1518], [0.2801, 4.5924, 1.8592], [-1.1351, -1.4702, -0.0907], [3.7989, -0.3557, 1.6154], [-0.7048, -1.4745, -3.4189], [-2.8499, -1.8782, 5.5440], [-1.3264, 0.2816, 1.3621], [-1.6035, 3.8029, -5.2952], [-3.6366, 4.3595, 5.4797], [-1.0483, -3.2998, -1.5642], [0.8316, 0.1936, -4.6409], [2.4283, 2.3521, 5.6378], [0.3114, -7.0329, -2.9520], [-0.4845, -0.1383, 0.6271], [4.9382, 6.8182, 0.0621], [3.3709, 1.1532, 5.5648], [6.0847, 0.0482, -5.6978], [0.3967, -0.0141, 3.3785], [-5.4639, -3.1444, 0.9307], [-3.2851, -2.5243, 4.9677], [3.6404, 6.6636, 2.6736], [-0.2897, -6.3502, -2.6180], [1.2307, -0.7610, -1.6158], [1.0653, -1.6056, 1.5303], [-1.6818, -2.0718, 0.7836], [-0.2139, 0.7144, -0.1570], [-3.9668, -0.6742, -1.6702], [-0.4032, -3.5762, -2.9374], [-1.9851, -1.1325, -0.8563], [5.1603, -2.5271, -9.0389], [3.6634, 6.2100, 4.1314], [2.5557, -1.2321, -5.6620], [3.2224, 1.9792, 6.0492], [1.0316, -2.2165, -4.1592], [3.1642, 6.1063, 3.3073], [3.9955, 8.0171, 0.1351], [4.7896, 7.6441, 0.5465], [1.0919, 5.0566, 1.6052], [-2.0428, 1.9442, 3.3042], [-0.3612, 3.4494, 4.0415], [4.7938, -2.7122, -8.1612], [0.7986, -1.8532, -1.7795], [1.6952, 0.2520, 1.2965], [0.4329, 3.0765, 4.4529], [-0.1239, -2.4146, -0.7032], [-0.2023, -7.4802, -3.6412], [-3.1369, -3.5243, -1.7366], [0.6830, 1.0196, -4.1565], [0.5815, 2.2505, 3.9685], [-7.2865, -1.7416, 2.0844], [-1.0659, 3.6186, -3.8780], [-3.1141, 3.0127, 3.0990], [-1.0307, -0.3491, 5.6699], [3.4708, -1.0126, -5.4308], [2.6055, -1.4904, -6.5946], [1.6271, 5.0511, 2.4130], [-1.2294, 3.1347, -4.7014], [0.4049, -4.2487, -2.9147], [-3.7921, 2.8446, 5.5907], [-2.9186, -2.3392, 4.0900], [-1.7021, -0.5501, 6.3390], [-6.9125, -2.4097, 2.6782], [-4.7366, -2.5801, 0.6282], [-6.7489, -1.9258, 3.5016], [-4.2867, -3.1171, -0.0413], [-2.1563, 2.8730, 3.0522], [-2.2970, -3.7519, -1.1573], [0.8155, -0.4632, 1.5940], [5.2290, -2.0661, -7.5849], [-1.2903, -1.2366, 6.8850], [1.7085, -2.6249, -1.7422], [3.9358, -1.0944, 2.2274], [0.2016, -2.2053, -3.3015], [5.6496, -0.5979, -6.2741], [-3.9290, 3.5833, 4.9787], [4.0913, 0.4205, 2.1164], [-4.4594, -0.6152, -2.5025], [-0.1111, 1.3925, -4.5679]], "atomic_forces_ev_per_a": [[-0.18, 0.44, 0.29], [-0.21, 1.38, -1.15], [-0.06, 0.22, 0.30], [0.25, 0.20, -0.14], [-1.51, 1.81, 2.37], [0.26, 0.00, 0.46], [1.84, -1.33, -0.54], [-0.05, 0.13, -0.08], [1.72, -0.83, -1.96], [0.14, -0.31, 0.12], [-0.09, -0.21, -0.25], [3.75, 0.33, 0.13], [0.30, 0.31, -0.03], [0.10, 0.12, 0.16], [-0.39, 0.36, -0.03], [-0.37, 0.20, 0.59], [-0.02, 0.27, 0.18], [-0.01, 0.30, 0.25], [-0.11, -0.25, -0.12], [0.41, -0.68, -1.45], [-0.06, 0.29, 0.36], [0.11, -0.03, -0.44], [-0.12, -0.10, -0.03], [0.09, -0.43, -0.14], [-1.42, -2.39, -0.10], [-0.21, 2.38, 0.44], [1.26, 1.29, -1.93], [-0.59, -1.97, 1.69], [-0.13, -0.60, -0.41], [-1.32, 1.84, 1.65], [2.02, -0.56, 1.67], [-0.20, -0.20, 0.22], [-0.26, -0.12, -0.25], [0.02, -0.10, -0.02], [-0.19, -0.33, -0.43], [-2.02, -0.01, 1.95], [0.44, 0.20, 0.19], [0.25, -0.07, 0.15], [-0.33, -0.26, -0.20], [-0.35, -0.42, 0.16], [-0.01, 0.31, -0.04], [-0.03, -0.10, 0.15], [0.25, 0.48, -0.21], [3.27, -1.05, -1.40], [-1.72, -1.91, 0.81], [0.14, -0.22, -0.16], [-4.71, -1.30, -4.63], [0.22, 0.08, 0.17], [1.36, -1.00, 0.32], [-0.30, -0.60, -0.08], [-0.08, 0.36, 0.06], [0.04, -0.20, 0.25], [0.02, -0.20, -0.23], [0.29, 0.24, 0.32], [-0.16, 0.00, 0.22], [-0.17, 0.00, -0.19], [0.04, 0.02, 0.24], [0.10, 0.22, -0.06], [-0.19, 0.45, 0.12], [-1.24, 0.27, 0.53], [-0.05, 0.24, -0.17], [-0.20, -0.08, 0.36], [0.31, -0.26, -0.09], [-0.08, 0.41, -0.16], [0.30, -0.40, -0.68], [0.05, -0.27, -0.20], [-0.25, 0.13, 0.47], [0.15, -0.61, -0.48], [2.21, 0.13, -0.42], [-0.53, 0.44, -1.59], [-0.23, -0.51, 0.04], [-0.05, 0.28, 0.01], [-1.50, 1.99, 0.15], [0.02, 0.21, -0.22], [-0.46, 0.98, 2.59], [0.24, 0.32, -0.11], [-0.17, 0.01, 0.61], [0.02, -0.18, -0.20], [0.16, 0.19, 0.20], [0.15, 0.30, 0.09]], "homo_lumo_gap_ev": 7.060, "lumo_ev": -5.2, "spin_multiplicity": 1, "total_charge": 1, "e_homo_ev": -12.2}

=====

No. 6
{"formula": "C4H8N2", "method": "ωB97M-V with the def2-TZVPD basis set", "species": ["N", "N", "H", "C", "C", "H", "H", "C", "H", "C", "H", "H", "H", "H"], "coordinates": [[0.0544, -0.8144, -0.7155], [-0.6073, 0.1982, 0.0436], [-2.4330, -0.8263, -0.1917], [-1.6020, 1.0642, -0.5431], [1.3036, -0.8971, -0.4703], [1.5850, 0.7820, 0.8608], [1.8718, -1.5969, -1.0886], [2.1083, -0.2081, 0.6259], [-1.5609, 2.1004, -0.2359], [-2.0330, 0.0312, 0.2831], [-2.2702, 0.1884, 1.3163], [3.1492, -0.1610, 0.2412], [-1.8003, 0.9587, -1.6142], [2.2346, -0.8194, 1.4884]], "atomic_forces_ev_per_a": [[-0.19, 0.72, -0.94], [1.13, 0.08, 1.49], [-0.66, -0.73, -0.29], [0.87, 2.16, -3.20], [-0.15, -0.16, 0.92], [1.24, -1.39, -0.11], [-0.38, -0.09, 0.07], [-0.46, 1.46, -1.67], [0.09, 0.02, 0.16], [-0.04, -2.18, 2.02], [-0.47, 0.00, 0.30], [-0.59, 0.72, 0.16], [0.08, -0.06, 0.22], [-0.50, -0.56, 0.85]], "homo_lumo_gap_ev": 9.714, "smiles": "C/C=N\\N1CC1", "lumo_ev": 1.2, "spin_multiplicity": 1, "total_charge": 0, "e_homo_ev": -8.5}

=====

Here are the calculated energy numbers, same order: -143446.6266 -5252.9814 -10888.0766 -10315.6308 -62934.1725 -7254.9694 (eV).